# 1
{
  "formula": "C10H16SSi",
  "method": "the ωB97M-V functional and the def2-TZVPD basis",
  "e_tot_ha": -1078.1869,
  "largest_force_ev_per_a": 5.2,
  "relative_energy_kcal_mol": 97.6,
  "elements": ["C", "C", "C", "C", "C", "C", "C", "C", "C", "C", "Si", "S", "H", "H", "H", "H", "H", "H", "H", "H", "H", "H", "H", "H", "H", "H", "H", "H"],
  "coordinates": [[-0.0390, -2.2715, -3.7139], [0.4253, -2.8553, -2.5458], [-0.3863, -0.9018, -3.6245], [0.6631, -2.0591, -1.4273], [0.0081, -0.0716, -2.5422], [0.4891, -0.7423, -1.4421], [-0.6631, -0.4696, 2.4137], [0.0580, 1.8335, 2.9605], [-1.4534, 1.5212, 0.9991], [-0.3404, 0.9215, 1.7548], [1.2351, 0.6784, 0.7434], [1.6470, 2.6303, -0.0831], [-0.1819, -2.8644, -4.5204], [0.6188, -3.9260, -2.5239], [-0.7737, -0.4635, -4.4230], [0.6979, -2.6353, -0.5001], [0.1142, 1.0198, -2.6354], [-1.5572, -0.4663, 3.1717], [-1.0652, -1.2942, 1.5926], [0.1539, -0.7810, 2.9749], [0.7964, 2.7183, 2.6487], [0.6317, 1.1479, 3.6767], [-0.7464, 2.2922, 3.5366], [-1.4457, 2.6005, 0.6777], [-1.6834, 0.7121, 0.2733], [-2.3105, 1.5021, 1.7003], [2.3301, -0.0874, 1.2214], [2.7774, 2.3116, -0.3638]],
  "forces_ev_per_a": [[-0.1, 2.5, 3.7], [0.3, 0.0, -0.6], [2.6, -1.3, 2.6], [-0.8, -3.5, 0.9], [0.3, -0.9, -1.1], [0.9, 4.1, 3.0], [-4.5, -0.7, -2.3], [3.0, 0.4, 0.2], [-2.2, -0.6, -0.2], [1.6, -0.1, 2.7], [-2.6, -0.4, -3.8], [-4.4, 0.7, 1.4], [-0.7, -1.4, -2.7], [0.0, 0.2, 0.1], [-1.7, 1.9, -3.5], [0.8, 0.4, 0.1], [-0.7, -0.5, 0.1], [1.5, 0.5, -1.3], [1.5, 2.0, 1.9], [1.6, -1.0, 0.7], [-1.6, -1.8, 0.7], [-0.5, 1.3, -0.7], [-0.3, -0.2, -0.3], [0.7, -1.3, -0.2], [-0.3, 1.3, -0.5], [0.1, 0.0, -0.2], [0.9, -0.4, 0.7], [4.8, -1.2, -1.3]]
}

=====

# 2
{
  "formula": "C24H29BN3O2Pt",
  "method": "the ωB97M-V functional and the def2-TZVPD basis",
  "e_tot_ha": -1390.7264,
  "largest_force_ev_per_a": 1.2,
  "total_charge": 1,
  "relative_energy_kcal_mol": 38.2,
  "elements": ["Pt", "N", "C", "C", "C", "C", "C", "C", "C", "C", "N", "C", "H", "H", "H", "H", "H", "H", "H", "H", "C", "C", "C", "C", "C", "C", "C", "C", "O", "B", "O", "C", "C", "H", "H", "H", "H", "H", "H", "H", "H", "H", "H", "H", "H", "C", "C", "C", "C", "C", "N", "H", "H", "H", "H", "H", "H", "H", "H", "H"],
  "coordinates": [[0.1707, -0.1851, -0.1474], [-0.1255, 0.0759, 2.2449], [-0.0730, 1.4767, 2.5722], [0.0019, 1.9045, 3.8712], [0.0747, 3.2736, 4.1862], [0.0966, 4.2069, 3.1907], [0.0518, 3.8055, 1.8379], [0.1376, 4.7241, 0.7684], [0.1060, 4.2733, -0.5206], [-0.0265, 2.8954, -0.7486], [-0.1138, 2.0196, 0.2275], [-0.0520, 2.4284, 1.5202], [0.5763, -0.4407, 2.7614], [-1.0307, -0.3310, 2.4508], [0.0052, 1.1757, 4.6727], [0.1178, 3.5755, 5.2235], [0.1590, 5.2632, 3.4193], [0.2392, 5.7787, 0.9920], [0.1851, 4.9498, -1.3590], [-0.0800, 2.5068, -1.7568], [8.8097, -1.1121, 1.4222], [8.0235, -1.5552, 0.1790], [8.8134, -1.1624, -1.0834], [7.9079, -3.0809, 0.2081], [6.6622, -0.8700, 0.1323], [6.6052, 0.5316, 0.1355], [5.4192, 1.2426, 0.0330], [4.2563, 0.5067, -0.0671], [2.9540, 0.9175, -0.1536], [2.1721, -0.2509, -0.1813], [3.0082, -1.3583, -0.1280], [4.2940, -0.8828, -0.0519], [5.4731, -1.5919, 0.0448], [9.7644, -1.6402, 1.4523], [8.2574, -1.3456, 2.3342], [9.0202, -0.0426, 1.4134], [9.7717, -1.6855, -1.0965], [9.0109, -0.0910, -1.1159], [8.2572, -1.4360, -1.9816], [8.9091, -3.5123, 0.2223], [7.3952, -3.4594, -0.6778], [7.3799, -3.4264, 1.0992], [7.5256, 1.0935, 0.2234], [5.4075, 2.3244, 0.0312], [5.4493, -2.6723, 0.0561], [-5.2363, -1.3716, -0.5565], [-4.6418, -0.0308, -0.0921], [-5.0868, 1.1157, -1.0156], [-5.0529, 0.2679, 1.3579], [-3.1886, -0.1388, -0.1633], [-2.0496, -0.2466, -0.2404], [-6.3233, -1.3014, -0.5416], [-4.9324, -2.1819, 0.1059], [-4.9175, -1.6126, -1.5702], [-6.1752, 1.1609, -1.0194], [-4.7427, 0.9588, -2.0376], [-4.7020, 2.0712, -0.6589], [-6.1397, 0.3255, 1.4058], [-4.6431, 1.2209, 1.6936], [-4.7218, -0.5196, 2.0352]],
  "forces_ev_per_a": [[-0.5, -0.1, 0.1], [0.2, -0.2, -0.2], [0.0, 0.0, 0.2], [0.0, -0.1, -0.1], [0.0, 0.1, 0.0], [0.0, 0.0, 0.1], [0.0, -0.2, -0.1], [0.0, 0.0, 0.0], [0.0, 0.1, 0.1], [-0.1, 0.0, 0.1], [0.7, -0.5, -0.5], [0.0, 0.2, 0.1], [0.0, 0.0, 0.0], [0.0, 0.0, 0.0], [0.0, 0.0, 0.0], [0.0, 0.0, 0.0], [0.0, 0.0, 0.0], [0.0, 0.0, 0.0], [0.0, 0.0, 0.0], [0.1, 0.0, 0.0], [-0.1, 0.0, -0.1], [0.2, 0.0, -0.1], [-0.1, -0.1, 0.1], [0.0, 0.1, 0.0], [0.0, 0.2, 0.0], [0.1, -0.1, 0.0], [-0.3, 0.1, 0.0], [0.5, -0.7, 0.1], [-0.5, 0.2, 0.0], [0.7, 0.9, 0.4], [-0.7, -0.5, 0.0], [0.3, 0.7, 0.0], [-0.2, -0.1, 0.0], [0.0, 0.0, 0.0], [0.0, 0.0, 0.0], [0.0, 0.0, 0.0], [0.0, 0.0, 0.0], [0.0, 0.0, 0.0], [0.0, 0.0, 0.0], [0.0, 0.0, 0.0], [0.0, 0.0, 0.0], [0.0, 0.0, 0.0], [0.0, 0.0, 0.0], [0.0, 0.0, 0.0], [0.0, 0.0, 0.0], [0.1, 0.0, 0.0], [-0.5, 0.0, 0.0], [0.1, 0.0, 0.0], [0.1, 0.0, 0.0], [0.4, -0.1, -0.1], [-0.2, 0.1, 0.1], [0.0, 0.0, 0.0], [0.0, 0.0, 0.0], [0.0, 0.0, 0.0], [0.0, 0.0, 0.0], [0.0, 0.0, 0.0], [0.0, 0.0, 0.0], [0.0, 0.0, 0.0], [0.0, 0.0, 0.0], [0.0, 0.0, 0.0]]
}

=====

# 3
{
  "formula": "C5H8O",
  "method": "the ωB97M-V functional and the def2-TZVPD basis",
  "smiles": "O=CCC1CC1",
  "e_tot_ha": -270.4975,
  "largest_force_ev_per_a": 0.6,
  "relative_energy_kcal_mol": 37.9,
  "elements": ["O", "C", "C", "C", "C", "C", "H", "H", "H", "H", "H", "H", "H", "H"],
  "coordinates": [[1.1681, 1.9306, 0.3202], [1.6948, 0.8443, 0.3708], [1.0332, -0.5071, 0.2293], [-0.2869, -0.6744, -0.5143], [-1.4683, -0.3660, 0.3521], [-1.1455, 0.5363, -0.7994], [2.7686, 0.7686, 0.6476], [1.7923, -1.2130, -0.1268], [0.8187, -0.7373, 1.2927], [-0.3349, -1.5490, -1.1621], [-2.3536, -0.9863, 0.2793], [-1.1759, -0.0726, 1.3606], [-1.8416, 0.5377, -1.6344], [-0.6691, 1.4881, -0.6156]],
  "forces_ev_per_a": [[0.3, -0.4, 0.0], [-0.1, 0.3, 0.0], [0.0, 0.0, 0.0], [0.1, 0.0, 0.0], [-0.2, -0.1, 0.2], [0.0, 0.1, -0.1], [0.0, 0.0, -0.1], [-0.1, 0.1, 0.1], [0.5, -0.3, -0.3], [0.0, 0.3, 0.1], [0.1, 0.1, 0.0], [-0.4, 0.1, -0.2], [0.2, -0.2, 0.1], [-0.3, -0.1, 0.1]]
}

=====

# 4
{
  "formula": "C25H23BaN9O3S",
  "method": "the ωB97M-V functional and the def2-TZVPD basis",
  "e_tot_ha": -2108.8154,
  "largest_force_ev_per_a": 2.0,
  "relative_energy_kcal_mol": 11.6,
  "elements": ["Ba", "O", "C", "N", "C", "C", "C", "C", "C", "C", "N", "C", "C", "C", "C", "C", "N", "H", "H", "H", "H", "H", "H", "H", "H", "H", "H", "N", "C", "C", "C", "C", "C", "C", "S", "O", "O", "N", "C", "N", "C", "C", "C", "N", "H", "H", "H", "H", "H", "H", "H", "H", "H", "N", "C", "C", "C", "N", "H", "H", "H", "H"],
  "coordinates": [[0.3095, -0.7625, 0.2321], [0.2384, -5.4604, 1.1490], [0.5261, -4.2640, 0.9791], [-0.1708, -3.3317, 0.3506], [-1.3710, -3.8010, -0.2976], [-1.5395, -3.2152, -1.6764], [-2.2796, -3.9001, -2.6395], [-2.4538, -3.3402, -3.8911], [-1.8892, -2.0998, -4.1559], [-1.1749, -1.4830, -3.1468], [-0.9937, -2.0248, -1.9412], [1.8571, -3.7808, 1.5287], [2.6359, -4.6979, 2.2317], [3.8704, -4.3118, 2.7182], [4.3000, -3.0115, 2.4881], [3.4624, -2.1627, 1.7887], [2.2675, -2.5244, 1.3182], [-2.2668, -3.5171, 0.2786], [-1.3893, -4.8932, -0.3652], [-2.6999, -4.8673, -2.3987], [-3.0189, -3.8633, -4.6518], [-2.0030, -1.6213, -5.1184], [-0.7385, -0.5017, -3.2999], [2.2411, -5.6945, 2.3647], [4.4923, -5.0100, 3.2636], [5.2603, -2.6635, 2.8425], [3.7596, -1.1368, 1.5943], [-1.9681, 7.7839, -0.3704], [-1.7810, 6.4222, -0.3350], [-2.0585, 5.6372, -1.4603], [-1.8347, 4.2757, -1.4364], [-1.3406, 3.6831, -0.2860], [-1.0582, 4.4436, 0.8388], [-1.2760, 5.8054, 0.8173], [-1.0094, 1.9575, -0.2558], [-1.6081, 1.3042, -1.3982], [-1.4697, 1.4587, 1.0390], [0.5509, 1.6940, -0.2126], [1.2732, 1.6824, -1.3369], [1.0327, 2.5404, -2.3486], [1.8293, 2.4638, -3.4009], [2.8719, 1.5534, -3.5022], [3.0209, 0.6890, -2.4324], [2.2404, 0.7338, -1.3612], [-2.5252, 8.1693, -1.1101], [-1.9712, 8.2861, 0.4978], [-2.4451, 6.1091, -2.3554], [-2.0332, 3.6566, -2.3008], [-0.6702, 3.9589, 1.7253], [-1.0562, 6.4064, 1.6911], [1.6203, 3.1686, -4.1998], [3.5162, 1.5120, -4.3667], [3.7887, -0.0779, -2.4290], [-1.1403, -0.0253, 3.4880], [-1.5209, -0.3362, 4.7405], [-0.6977, -1.3560, 5.1623], [0.1747, -1.5810, 4.0847], [-0.1117, -0.7728, 3.0744], [-1.4914, 0.6890, 2.8614], [-2.3346, 0.1703, 5.2295], [-0.7208, -1.8642, 6.1096], [0.9721, -2.3006, 3.9937]],
  "forces_ev_per_a": [[0.3, -1.9, 0.6], [0.1, 0.0, 0.1], [-0.4, -0.1, -0.1], [0.1, -0.2, -0.1], [0.0, -0.1, 0.1], [0.0, -0.1, -0.2], [0.0, 0.0, -0.1], [0.0, 0.0, 0.1], [0.0, 0.0, 0.0], [-0.1, 0.0, -0.1], [-0.1, 0.0, 0.1], [0.3, -0.2, 0.2], [0.0, 0.0, 0.0], [0.0, 0.1, 0.0], [0.0, -0.1, 0.0], [0.0, 0.1, 0.0], [0.0, -0.1, 0.0], [0.0, -0.1, 0.0], [0.0, 0.0, 0.0], [0.0, 0.0, 0.0], [0.0, 0.0, 0.0], [0.0, 0.0, 0.0], [0.0, 0.0, 0.0], [0.0, 0.0, 0.0], [0.0, 0.0, 0.0], [0.0, 0.0, 0.0], [0.0, 0.0, 0.0], [0.1, 0.1, 0.0], [0.0, -0.2, 0.0], [0.0, 0.1, 0.0], [0.0, -0.1, 0.0], [0.0, -0.3, -0.2], [0.0, 0.0, 0.0], [0.0, 0.0, 0.0], [-0.2, 0.8, 0.2], [-0.1, 0.1, -0.1], [0.0, -0.1, 0.1], [-0.4, 1.4, 0.6], [0.8, 0.3, -1.2], [-0.1, -0.1, 0.1], [0.0, 0.0, 0.0], [0.0, -0.1, 0.1], [0.1, 0.0, -0.1], [-0.1, 0.0, 0.1], [-0.1, 0.0, 0.0], [-0.1, 0.0, 0.0], [0.0, 0.0, 0.0], [0.0, 0.0, 0.0], [0.0, 0.0, 0.0], [0.0, 0.0, 0.0], [0.0, 0.0, 0.0], [0.0, 0.0, 0.0], [0.0, 0.0, 0.0], [-0.1, 0.1, 0.2], [0.0, -0.1, -0.1], [0.1, 0.0, 0.1], [-0.2, 0.0, 0.0], [0.2, 0.0, -0.2], [0.0, 0.0, 0.0], [0.0, 0.0, 0.0], [0.0, 0.0, 0.0], [0.0, 0.0, 0.0]]
}